Record 1
C7H9FO3P | wB97M-V/def2-TZVPD

The value obtained for the energy above the lowest of the compared OMol25 structures with the same formula, charge and spin is 102.0 kJ/mol. The net charge is -1. The value obtained for the strongest force on any atom is 4.792 eV Å⁻¹. As for the frontier orbital gap: 7.36 eV.

```
21
C7H9FO3P (wB97M-V/def2-TZVPD)
C 1.81 -1.46 -0.67
C 2.68 -0.86 -0.02
C 4.33 0.78 -0.18
C 0.86 -2.24 -1.31
C -1.41 0.53 1.64
C -3.30 1.39 -0.21
C 3.54 0.02 0.56
O -0.62 1.80 -0.54
O 4.95 1.36 -0.98
O -1.52 -0.47 -0.92
F 3.70 0.13 1.91
P -1.62 0.79 -0.13
H 1.34 -2.76 -2.26
H 0.03 -1.57 -1.54
H 0.47 -3.09 -0.70
H -2.13 -0.22 2.07
H -0.48 0.02 1.80
H -1.62 1.37 2.23
H -3.56 2.28 0.44
H -3.40 1.68 -1.28
H -4.06 0.53 0.09
```

***

Record 2
C34H54O25S | wB97M-V/def2-TZVPD

The value obtained for the energy above the lowest of the compared OMol25 structures with the same formula, charge and spin is 5347.4 kJ/mol. The net charge is 0. The value obtained for the strongest force on any atom is 19.776 eV Å⁻¹. As for the frontier orbital gap: 7.96 eV.

```
114
C34H54O25S (wB97M-V/def2-TZVPD)
C 5.15 -20.08 -9.68
C 5.46 -18.53 -9.73
C 4.71 -17.86 -10.86
O 4.26 -16.64 -10.38
C 4.14 -16.79 -9.01
O 3.49 -16.16 -8.23
O 4.78 -17.93 -8.66
H 5.53 -20.54 -10.59
H 4.10 -20.35 -9.72
H 5.68 -20.50 -8.82
H 6.50 -18.19 -9.70
H 3.83 -18.42 -11.17
H 5.31 -17.64 -11.75
C 6.55 -21.78 -3.07
C 7.39 -22.48 -4.14
C 6.59 -23.33 -5.14
O 6.98 -22.81 -6.35
C 7.91 -21.89 -6.22
O 8.55 -21.39 -7.22
O 8.01 -21.50 -4.94
H 7.12 -21.19 -2.36
H 6.05 -22.52 -2.45
H 5.80 -21.21 -3.62
H 8.12 -23.11 -3.64
H 5.53 -23.15 -4.94
H 6.85 -24.39 -5.04
C 5.98 -24.85 -8.93
C 4.88 -23.95 -8.35
C 4.68 -23.92 -6.84
O 4.86 -22.60 -6.45
C 5.15 -21.82 -7.51
O 5.23 -20.59 -7.48
O 5.23 -22.58 -8.64
H 6.07 -24.87 -10.01
H 5.86 -25.86 -8.54
H 6.93 -24.44 -8.58
H 3.90 -24.16 -8.79
H 5.53 -24.45 -6.40
H 3.78 -24.46 -6.54
C 7.06 -27.04 -6.53
C 8.15 -26.12 -7.06
C 9.42 -26.85 -7.58
O 9.53 -26.32 -8.87
C 8.52 -25.48 -9.21
O 8.39 -24.87 -10.27
O 7.63 -25.46 -8.18
H 6.86 -27.82 -7.26
H 6.14 -26.46 -6.41
H 7.54 -27.40 -5.62
H 8.39 -25.35 -6.32
H 9.23 -27.92 -7.64
H 10.31 -26.72 -6.96
C 4.42 -17.47 -6.51
C 4.69 -18.96 -6.81
C 6.17 -19.39 -6.82
O 6.23 -20.35 -5.88
C 5.03 -20.59 -5.34
O 4.92 -21.43 -4.40
O 4.11 -19.73 -5.75
H 4.95 -16.89 -7.27
H 4.86 -17.24 -5.54
H 3.37 -17.20 -6.43
H 4.41 -19.21 -7.83
H 6.87 -18.62 -6.52
H 6.40 -19.69 -7.84
C 10.99 -20.66 -9.69
C 10.92 -20.20 -11.11
C 9.52 -19.70 -11.58
O 9.76 -18.41 -12.08
C 11.00 -18.04 -11.82
O 11.45 -16.93 -12.02
O 11.66 -19.01 -11.21
H 11.93 -21.17 -9.45
H 10.26 -21.46 -9.56
H 11.02 -19.91 -8.90
H 11.33 -20.93 -11.81
H 8.92 -19.65 -10.67
H 9.12 -20.44 -12.27
C 5.31 -20.89 -12.80
C 6.67 -20.58 -12.11
C 7.81 -20.17 -13.08
O 8.18 -18.91 -12.63
C 7.43 -18.50 -11.67
O 7.57 -17.41 -11.12
O 6.49 -19.44 -11.38
H 5.00 -20.24 -13.62
H 4.59 -20.96 -11.98
H 5.36 -21.91 -13.18
H 6.93 -21.43 -11.47
H 7.56 -20.02 -14.13
H 8.62 -20.90 -12.98
C 5.58 -22.96 -11.17
C 6.76 -23.11 -12.13
C 7.98 -23.66 -11.48
O 8.32 -24.80 -12.20
C 7.41 -25.03 -13.12
O 7.35 -25.98 -13.89
O 6.48 -24.09 -13.07
H 4.63 -23.28 -11.60
H 5.52 -21.96 -10.75
H 5.62 -23.73 -10.40
H 6.89 -22.24 -12.77
H 7.80 -23.81 -10.42
H 8.71 -22.86 -11.53
C 7.38 -20.31 -9.01
S 7.42 -21.85 -9.99
O 8.37 -21.49 -11.13
C 8.35 -22.94 -8.85
H 6.74 -19.63 -9.56
H 8.40 -19.92 -8.90
H 7.00 -20.53 -8.01
H 7.83 -22.99 -7.90
H 9.31 -22.53 -8.51
H 8.46 -23.97 -9.18
```

***

Record 3
C5H8N2O2 | wB97M-V/def2-TZVPD

The value obtained for the energy above the lowest of the compared OMol25 structures with the same formula, charge and spin is 843.8 kJ/mol. The net charge is 0. The value obtained for the strongest force on any atom is 3.151 eV Å⁻¹. As for the frontier orbital gap (spin up / spin down): 8.32 / 8.74 eV.

```
17
C5H8N2O2 (wB97M-V/def2-TZVPD)
C -1.24 -0.79 -0.69
C 2.03 1.95 0.68
C 1.12 0.20 -0.16
C 1.95 -0.98 -0.35
C -3.32 -0.46 0.24
N 0.81 1.15 0.87
N 1.19 1.60 -0.47
O -1.35 -1.92 -1.10
O -1.99 0.06 -0.06
H 2.12 3.07 0.94
H 2.95 1.47 0.67
H 2.39 -0.99 -1.45
H 1.25 -1.85 -0.27
H 2.81 -0.92 0.39
H -3.11 -1.18 0.99
H -3.75 -1.00 -0.60
H -3.86 0.58 0.37
```

***

Record 4
C13H52N26O13 | wB97M-V/def2-TZVPD

The value obtained for the energy above the lowest of the compared OMol25 structures with the same formula, charge and spin is 409.2 kJ/mol. The net charge is +1. As for the expectation value of S²: 0.758. The value obtained for the strongest force on any atom is 12.108 eV Å⁻¹. The multiplicity is 2. As for the frontier orbital gap (spin up / spin down): 9.20 / 3.42 eV.

```
104
C13H52N26O13 (wB97M-V/def2-TZVPD)
C 5.11 0.70 -0.96
O 5.85 -0.08 -1.53
N 5.41 1.87 -0.46
N 3.85 0.76 -1.15
H 6.34 1.81 -0.07
H 4.63 2.40 -0.08
H 3.34 0.03 -1.63
H 3.44 1.60 -0.78
C -2.24 -1.36 4.75
O -2.06 -1.11 3.60
N -2.79 -0.56 5.63
N -1.87 -2.49 5.31
H -2.90 -0.98 6.54
H -2.95 0.40 5.35
H -2.12 -2.50 6.29
H -1.42 -3.24 4.79
C -0.09 -4.66 2.56
O -0.23 -4.90 3.74
N 0.82 -3.84 2.05
N -0.93 -5.00 1.68
H 0.86 -3.65 1.06
H 1.47 -3.37 2.66
H -1.72 -5.53 2.03
H -0.86 -4.59 0.76
C 2.63 2.24 2.57
O 3.62 1.85 2.05
N 2.65 2.85 3.72
N 1.49 1.89 2.12
H 1.74 3.17 3.99
H 3.53 3.10 4.14
H 1.36 1.36 1.27
H 0.67 2.36 2.48
C -0.58 0.28 0.08
O -1.38 1.12 0.43
N -0.28 -0.81 0.70
N -0.16 0.18 -1.17
H 0.19 -1.48 0.11
H -0.91 -0.97 1.47
H -0.56 0.88 -1.77
H 0.50 -0.55 -1.38
C -1.17 4.99 0.93
O -0.01 4.82 1.27
N -1.93 4.24 0.24
N -1.86 6.06 1.00
H -2.82 4.65 -0.01
H -1.55 3.37 -0.10
H -1.48 6.83 1.54
H -2.70 6.13 0.45
C 2.99 -1.05 -4.06
O 2.43 -0.86 -3.02
N 4.28 -0.95 -4.26
N 2.37 -1.52 -5.08
H 4.45 -0.88 -5.26
H 4.79 -0.49 -3.52
H 1.38 -1.71 -5.00
H 3.00 -1.79 -5.82
C 1.32 -3.60 -1.97
O 0.36 -3.26 -1.30
N 2.41 -3.83 -1.47
N 1.34 -3.86 -3.19
H 3.22 -3.48 -1.97
H 2.56 -3.56 -0.50
H 0.53 -3.49 -3.68
H 2.13 -4.05 -3.78
C -1.39 -2.54 -4.78
O -0.76 -2.76 -5.72
N -2.01 -3.39 -4.05
N -1.50 -1.34 -4.36
H -2.68 -3.03 -3.38
H -2.00 -4.37 -4.32
H -1.08 -0.62 -4.93
H -1.80 -1.23 -3.40
C 0.29 1.82 -5.04
O 0.35 0.96 -5.86
N 0.71 1.78 -3.85
N -0.19 2.96 -5.28
H 0.93 2.56 -3.25
H 1.06 0.88 -3.55
H 0.15 3.69 -4.67
H -0.35 3.18 -6.26
C -3.42 2.32 3.75
O -3.66 1.93 4.82
N -3.82 3.52 3.42
N -2.75 1.72 2.82
H -3.45 4.01 2.62
H -4.59 3.90 3.95
H -2.30 2.16 2.03
H -2.56 0.74 2.99
C 1.51 -0.67 5.07
O 0.91 -1.06 6.09
N 2.51 0.14 5.16
N 1.16 -0.97 3.90
H 2.51 0.77 5.95
H 2.81 0.39 4.23
H 1.66 -0.74 3.06
H 0.42 -1.65 3.82
C -4.23 -0.04 -1.85
O -3.59 -1.05 -1.71
N -4.01 1.09 -1.24
N -5.21 0.02 -2.64
H -4.56 1.85 -1.64
H -3.36 1.17 -0.48
H -5.35 -0.81 -3.21
H -5.86 0.79 -2.59
```